{"formula": "C5H12FN2", "method": "ωB97M-V/def2-TZVPD", "elements": ["C", "C", "C", "C", "C", "N", "N", "F", "H", "H", "H", "H", "H", "H", "H", "H", "H", "H", "H", "H"], "coordinates": [[1.025, -0.954, 0.146], [1.774, -2.113, -0.380], [-0.256, 1.984, 0.008], [-2.248, 0.700, -0.627], [-0.856, 0.558, -0.258], [1.518, -0.222, 1.092], [-0.105, -0.553, -0.495], [-0.963, 0.021, 1.825], [1.173, -2.537, -1.121], [2.745, -1.682, -0.619], [1.720, -2.664, 0.555], [-0.042, 2.280, -0.928], [0.704, 1.892, 0.547], [-1.045, 2.670, 0.454], [-2.507, 0.216, -1.529], [-2.875, 0.078, 0.071], [-2.448, 1.751, -0.778], [2.470, -0.412, 1.405], [0.853, 0.317, 1.653], [-0.635, -1.331, -1.022]], "multiplicity": 1, "energy_ev": -11068.78266, "max_force_ev_per_a": 4.4, "e_lumo_ev": -5.10, "total_charge": 1, "homo_lumo_gap_ev": 9.44, "e_above_lowest_kj_mol": 133.5}

---

{"formula": "C4H9N6", "method": "ωB97M-V/def2-TZVPD", "elements": ["C", "C", "C", "C", "N", "N", "N", "N", "N", "N", "H", "H", "H", "H", "H", "H", "H", "H", "H"], "coordinates": [[-0.445, -1.836, -0.889], [-0.932, 1.316, 1.194], [-0.640, -0.591, -0.326], [2.818, 0.630, -0.099], [-0.991, 0.120, 0.570], [-0.489, -1.808, -2.193], [-1.971, 1.664, 1.868], [-0.619, -2.860, -2.934], [-1.955, 2.793, 2.379], [2.167, -0.324, 0.424], [-0.398, -2.708, -0.319], [-0.060, 1.914, 0.973], [2.633, 0.946, -1.113], [3.624, 1.209, 0.445], [-0.704, -2.601, -3.927], [-0.594, -3.817, -2.586], [-2.779, 3.142, 2.893], [-1.084, 3.406, 2.243], [2.421, -0.595, 1.394]], "multiplicity": 1, "energy_ev": -13223.18893, "max_force_ev_per_a": 5.0, "e_lumo_ev": -4.14, "total_charge": 1, "homo_lumo_gap_ev": 8.32, "e_above_lowest_kj_mol": 284.2}

---

Please write out number 1 again, unchanged.
{"formula": "C5H12FN2", "method": "ωB97M-V/def2-TZVPD", "elements": ["C", "C", "C", "C", "C", "N", "N", "F", "H", "H", "H", "H", "H", "H", "H", "H", "H", "H", "H", "H"], "coordinates": [[1.025, -0.954, 0.146], [1.774, -2.113, -0.380], [-0.256, 1.984, 0.008], [-2.248, 0.700, -0.627], [-0.856, 0.558, -0.258], [1.518, -0.222, 1.092], [-0.105, -0.553, -0.495], [-0.963, 0.021, 1.825], [1.173, -2.537, -1.121], [2.745, -1.682, -0.619], [1.720, -2.664, 0.555], [-0.042, 2.280, -0.928], [0.704, 1.892, 0.547], [-1.045, 2.670, 0.454], [-2.507, 0.216, -1.529], [-2.875, 0.078, 0.071], [-2.448, 1.751, -0.778], [2.470, -0.412, 1.405], [0.853, 0.317, 1.653], [-0.635, -1.331, -1.022]], "multiplicity": 1, "energy_ev": -11068.78266, "max_force_ev_per_a": 4.4, "e_lumo_ev": -5.10, "total_charge": 1, "homo_lumo_gap_ev": 9.44, "e_above_lowest_kj_mol": 133.5}

---

Copy entry 1 word for word.
{"formula": "C5H12FN2", "method": "ωB97M-V/def2-TZVPD", "elements": ["C", "C", "C", "C", "C", "N", "N", "F", "H", "H", "H", "H", "H", "H", "H", "H", "H", "H", "H", "H"], "coordinates": [[1.025, -0.954, 0.146], [1.774, -2.113, -0.380], [-0.256, 1.984, 0.008], [-2.248, 0.700, -0.627], [-0.856, 0.558, -0.258], [1.518, -0.222, 1.092], [-0.105, -0.553, -0.495], [-0.963, 0.021, 1.825], [1.173, -2.537, -1.121], [2.745, -1.682, -0.619], [1.720, -2.664, 0.555], [-0.042, 2.280, -0.928], [0.704, 1.892, 0.547], [-1.045, 2.670, 0.454], [-2.507, 0.216, -1.529], [-2.875, 0.078, 0.071], [-2.448, 1.751, -0.778], [2.470, -0.412, 1.405], [0.853, 0.317, 1.653], [-0.635, -1.331, -1.022]], "multiplicity": 1, "energy_ev": -11068.78266, "max_force_ev_per_a": 4.4, "e_lumo_ev": -5.10, "total_charge": 1, "homo_lumo_gap_ev": 9.44, "e_above_lowest_kj_mol": 133.5}